1.
Formula: C19H31Cl14N3OS
Source: the Open Molecules 2025 dataset
Level of theory: ωB97M-V/def2-TZVPD

- structure (SMILES) = N#CO[C@@H](C#N)[C@H](S)C#N.ClCCCl.ClCCCl.ClCCCl.ClCCCl.ClCCCl.ClCCCl.ClCCCl
- HOMO (eV) = -10.061

XYZ file:
```
69
Properties=species:S:1:pos:R:3:lowdin_charge:R:1
N 4.489 -0.577 -0.939 0.2020
C 4.343 0.369 -1.578 -0.3117
O 4.218 1.588 -2.073 0.0295
C 3.453 2.382 -1.148 -0.3386
C 3.812 3.856 -1.236 -0.3013
N 4.078 4.916 -1.587 0.1866
C 1.921 2.109 -1.326 -0.5222
S 1.025 3.583 -1.981 0.7680
C 1.278 1.707 -0.032 -0.2285
N 1.028 1.420 1.051 0.1879
H 3.716 2.046 -0.142 0.0704
H 1.807 1.324 -2.086 0.1111
H -0.198 3.592 -1.383 -0.1027
Cl -2.298 -1.187 5.239 0.5649
C -1.844 -0.673 3.592 -0.6392
C -1.735 0.825 3.472 -0.6435
Cl -3.322 1.631 3.614 0.5643
H -2.578 -1.079 2.899 0.0285
H -0.879 -1.129 3.373 0.0753
H -1.334 1.088 2.494 0.0465
H -1.079 1.241 4.232 0.0696
Cl 1.691 -3.047 5.429 0.5324
C 0.721 -2.601 6.856 -0.6819
C 0.943 -3.543 8.015 -0.6675
Cl 0.284 -5.167 7.697 0.5353
H -0.323 -2.573 6.557 0.0082
H 1.022 -1.593 7.140 0.0732
H 0.433 -3.161 8.899 0.0710
H 2.000 -3.648 8.247 0.0659
Cl 4.414 3.694 1.396 0.6821
C 5.893 4.476 2.011 -0.6024
C 7.094 3.568 1.920 -0.6598
Cl 6.983 2.193 3.045 0.5488
H 5.707 4.792 3.035 0.0719
H 6.055 5.366 1.402 0.0803
H 7.993 4.124 2.183 0.0742
H 7.218 3.171 0.914 0.0690
Cl -4.544 -1.399 0.752 0.5672
C -5.311 0.205 0.906 -0.6485
C -5.544 0.857 -0.434 -0.6530
Cl -4.014 1.322 -1.226 0.5537
H -4.679 0.817 1.545 -0.0057
H -6.264 0.053 1.411 0.0788
H -6.124 1.771 -0.303 0.0753
H -6.086 0.203 -1.109 0.0055
Cl -3.889 -4.113 -4.335 0.5088
C -3.287 -2.442 -4.190 -0.6537
C -3.813 -1.751 -2.956 -0.6757
Cl -5.564 -1.436 -3.057 0.5732
H -3.560 -1.906 -5.096 0.0671
H -2.200 -2.501 -4.141 0.0736
H -3.325 -0.787 -2.837 0.0293
H -3.629 -2.339 -2.060 0.0157
Cl 1.326 2.480 -5.531 0.5263
C 1.293 3.719 -6.810 -0.6601
C 1.883 5.029 -6.349 -0.6602
Cl 0.868 5.828 -5.123 0.5360
H 0.263 3.839 -7.137 0.0688
H 1.874 3.328 -7.645 0.0722
H 1.960 5.714 -7.192 0.0723
H 2.876 4.892 -5.926 0.0694
Cl -2.699 -4.995 -1.548 0.5426
C -1.856 -6.557 -1.679 -0.6499
C -2.653 -7.686 -1.074 -0.6675
Cl -2.770 -7.553 0.698 0.5394
H -0.882 -6.457 -1.205 0.0688
H -1.702 -6.744 -2.742 0.0732
H -2.164 -8.636 -1.289 0.0712
H -3.663 -7.721 -1.477 0.0685
```

2.
Formula: C30H43Cl3NPRu
Source: the Open Molecules 2025 dataset
Level of theory: ωB97M-V/def2-TZVPD

- multiplicity = 5
- HOMO (alpha / beta) (eV) = -6.510 / -8.104

XYZ file:
```
79
Properties=species:S:1:pos:R:3:lowdin_spin:R:1
P 0.097 -0.732 -0.862 0.0104
C 1.642 -0.103 -1.765 0.0010
C 1.862 -0.470 -3.238 0.0003
C 3.259 -0.050 -3.706 0.0001
C 3.562 1.429 -3.416 0.0000
C 3.185 1.875 -1.996 0.0000
C 1.782 1.412 -1.585 0.0001
C -1.328 0.143 -1.751 0.0006
C -1.239 0.310 -3.269 0.0003
C -2.537 0.865 -3.869 0.0000
C -2.974 2.165 -3.181 0.0000
C -2.933 2.107 -1.645 0.0001
C -1.645 1.485 -1.080 0.0015
C -0.085 -2.397 -1.712 0.0022
C 1.123 -3.274 -1.348 0.0002
C 1.028 -4.684 -1.949 0.0000
C -0.316 -5.372 -1.668 0.0000
C -1.529 -4.492 -1.997 0.0000
C -1.429 -3.078 -1.398 0.0001
H 2.434 -0.593 -1.167 0.0004
H 1.121 0.046 -3.859 0.0000
H 1.720 -1.542 -3.418 0.0000
H 3.341 -0.238 -4.785 0.0000
H 4.008 -0.680 -3.207 0.0000
H 4.630 1.612 -3.577 0.0000
H 3.026 2.054 -4.144 0.0000
H 3.907 1.456 -1.283 0.0000
H 3.240 2.968 -1.918 0.0000
H 1.579 1.704 -0.544 0.0001
H 1.036 1.921 -2.214 0.0000
H -2.152 -0.550 -1.517 0.0003
H -3.337 0.115 -3.799 0.0000
H -0.978 -0.632 -3.769 0.0000
H -0.441 1.030 -3.496 0.0000
H -2.373 1.058 -4.938 0.0000
H -3.989 2.424 -3.508 0.0000
H -2.322 2.979 -3.525 0.0000
H -3.043 3.122 -1.242 0.0000
H -3.791 1.522 -1.287 0.0000
H -1.740 1.342 0.007 0.0026
H -0.810 2.183 -1.231 0.0000
H -0.065 -2.208 -2.800 0.0003
H 2.052 -2.808 -1.706 0.0000
H 1.221 -3.341 -0.254 0.0001
H 1.173 -4.614 -3.037 0.0000
H 1.850 -5.294 -1.552 0.0000
H -0.358 -5.654 -0.608 0.0000
H -0.376 -6.303 -2.243 0.0000
H -2.447 -4.970 -1.630 0.0000
H -1.625 -4.407 -3.089 0.0000
H -2.260 -2.488 -1.806 0.0000
H -1.587 -3.118 -0.309 0.0000
Ru -0.074 0.156 2.993 2.5025
Cl -2.129 -0.369 2.188 0.1854
Cl 2.151 0.147 2.567 0.2209
C -0.406 1.617 4.060 0.5248
H -0.695 1.568 5.138 0.0383
C -0.488 3.004 3.583 0.0609
C -1.174 3.990 4.331 0.0871
C -1.314 5.262 3.806 -0.0081
C -0.757 5.570 2.557 0.1044
C -0.035 4.610 1.842 -0.0083
C 0.112 3.331 2.366 0.1012
H -1.573 3.708 5.309 0.0026
H -1.855 6.017 4.372 -0.0028
H 0.421 4.853 0.887 -0.0028
H 0.715 2.558 1.870 0.0128
H -0.876 6.571 2.154 0.0067
Cl 2.604 -0.804 7.968 0.0028
C 1.319 -1.239 6.912 0.0052
C 0.408 -2.234 7.258 0.0012
C -0.633 -2.524 6.380 0.0048
C -0.714 -1.837 5.167 0.0138
N 0.194 -0.902 4.825 0.1007
C 1.175 -0.552 5.699 0.0152
H 0.523 -2.738 8.211 -0.0001
H -1.394 -3.266 6.610 0.0008
H -1.509 -1.995 4.432 0.0022
H 1.834 0.265 5.404 0.0067
```

3.
Formula: CH60AlN2O26
Source: the Open Molecules 2025 dataset
Level of theory: ωB97M-V/def2-TZVPD

- HOMO (eV) = -4.159
- total charge = -1

XYZ file:
```
90
Properties=species:S:1:pos:R:3:lowdin_charge:R:1
N 0.990 2.713 -0.119 -0.0938
C 0.329 1.580 0.580 -0.3867
Al 1.448 -0.122 0.775 0.1943
N 2.962 -0.042 -0.397 -0.1143
H 1.095 2.542 -1.100 0.0134
H 1.862 2.972 0.303 0.0273
H -0.573 1.316 0.018 0.0233
H -0.030 1.881 1.568 0.0143
H 0.589 -1.493 0.599 -0.1144
H 2.062 -0.208 2.277 -0.1069
H 3.596 0.635 0.005 -0.0505
H 2.625 0.340 -1.279 -0.0564
O -2.087 0.299 2.113 -0.0630
H -2.797 -0.147 1.642 0.0022
H -2.460 1.152 2.345 0.0319
O -4.740 -1.385 1.104 -0.0450
H -5.238 -0.876 0.462 0.0172
H -5.277 -2.170 1.243 0.0328
O -4.759 -2.079 -1.643 -0.0589
H -4.051 -2.144 -2.298 0.0250
H -4.406 -2.523 -0.866 0.0382
O -3.328 -2.417 -4.428 -0.0406
H -2.520 -2.317 -4.935 0.0393
H -3.982 -1.914 -4.921 0.0432
O 1.204 -4.351 1.457 -0.0878
H 1.393 -3.855 0.654 0.0231
H 0.471 -3.860 1.844 0.0293
O -5.142 0.779 -2.959 -0.0495
H -5.420 -0.007 -2.471 0.0093
H -5.892 1.377 -2.895 0.0381
O -7.566 -2.027 0.081 -0.0448
H -8.070 -2.845 0.117 0.0498
H -7.134 -2.050 -0.783 0.0283
O 6.021 -0.309 0.847 -0.0484
H 6.100 0.475 1.402 0.0515
H 5.095 -0.294 0.552 0.0269
O 2.217 0.824 -3.221 -0.0521
H 3.053 0.899 -3.697 0.0269
H 1.593 1.307 -3.768 0.0376
O -9.874 0.274 0.371 -0.0545
H -9.040 -0.056 0.020 0.0245
H -9.669 0.492 1.285 0.0517
O 3.980 0.175 -5.825 -0.0547
H 3.494 -0.658 -5.803 0.0009
H 4.461 0.151 -6.655 0.0347
O -12.818 0.440 1.205 -0.0591
H -12.007 0.534 0.694 -0.0052
H -13.471 0.935 0.706 0.0310
O 7.114 1.997 -0.706 -0.0485
H 6.835 1.206 -0.214 0.0139
H 6.357 2.585 -0.654 0.0459
O 1.886 -2.051 -6.010 -0.0406
H 1.402 -1.575 -6.690 0.0416
H 1.383 -2.857 -5.875 0.0438
O 9.730 3.581 -0.502 -0.0637
H 9.318 4.423 -0.701 0.0298
H 8.990 2.960 -0.472 -0.0055
O -0.644 4.514 -2.626 -0.0750
H 0.070 4.413 -3.258 0.0158
H -0.320 4.067 -1.828 0.0054
O -10.251 -2.155 2.066 -0.0587
H -10.744 -2.448 2.840 0.0271
H -10.877 -1.607 1.581 0.0126
O 8.128 -2.329 0.908 -0.0748
H 7.819 -3.106 1.377 0.0224
H 7.378 -1.716 0.949 -0.0124
O 4.625 -2.278 -1.905 -0.0840
H 4.825 -1.793 -2.707 0.0104
H 3.884 -1.786 -1.512 -0.0124
O 3.954 1.494 3.457 -0.0901
H 3.146 2.003 3.352 0.0260
H 3.732 0.850 4.135 0.0314
O -9.885 -2.183 5.239 -0.0573
H -9.182 -2.111 4.586 0.0299
H -9.611 -1.594 5.945 0.0341
O 6.059 1.584 5.851 -0.0694
H 6.864 1.666 5.334 0.0255
H 5.402 2.054 5.326 -0.0017
O -4.663 2.333 -0.118 -0.0514
H -5.064 3.183 -0.311 0.0289
H -4.659 1.873 -0.965 -0.0018
O -0.184 -6.053 3.350 -0.0726
H 0.213 -5.696 4.146 0.0274
H 0.339 -5.664 2.633 -0.0117
O 10.305 1.500 -3.022 -0.0643
H 9.462 1.581 -2.568 0.0142
H 10.905 2.016 -2.478 0.0195
O 7.299 4.180 4.958 -0.0538
H 6.460 4.291 5.412 0.0307
H 7.916 4.704 5.475 0.0342
```